Formula: C5H14S
Source: the OMol25 dataset
Level of theory: wB97M-V/def2-TZVPD

```
20
C5H14S (wB97M-V/def2-TZVPD)
C -0.9321 -2.0605 0.0826
C -0.6493 -1.6884 -1.4197
S 1.0811 -1.1784 -1.6665
C 0.9361 0.5477 -2.2431
H -1.2894 -3.0848 0.1866
H -1.6697 -1.3390 0.4202
H -0.0438 -1.9871 0.7000
H -0.8684 -2.5315 -2.0669
H -1.3367 -0.8836 -1.6610
H 1.5351 0.6314 -3.1457
H -0.0897 0.7570 -2.5064
H 1.2383 1.2246 -1.4502
C 0.9148 1.0279 1.8933
C -0.3495 1.8980 1.7952
H 1.5244 1.1076 0.9955
H 1.5143 1.2646 2.7684
H 0.5285 0.0085 1.9491
H -1.0391 1.5278 1.0361
H -0.1011 2.9342 1.5982
H -0.9038 1.8241 2.7342
```

Output
Structure (SMILES): CCSC.CC
Highest occupied orbital energy in eV: -8.405
Kohn-Sham gap in hartree: 0.3457
Net charge: 0